# 1
Entry from the OMol25 dataset: C18H21N3O3S in the gas phase in a non-equilibrium geometry (ωB97M-V/def2-TZVPD).

CARTESIAN COORDINATES (ANGSTROEM)
S 5.364 2.059 0.294
O -4.009 0.241 1.370
O -1.463 2.536 -1.932
O 1.353 -3.193 -0.852
N -2.195 -1.018 0.960
N -1.047 1.868 -0.839
N -2.649 3.123 -1.714
C -0.422 -1.613 -0.642
C 4.150 0.821 0.007
C -1.938 1.405 1.419
C 1.046 -2.030 -0.687
C 3.377 -1.432 -0.217
C -3.003 2.844 -0.493
C -3.022 -2.146 0.565
C 4.406 -0.546 0.019
C 2.854 1.272 -0.247
C 6.911 1.129 0.492
C 2.072 -0.993 -0.460
C 1.827 0.383 -0.478
C -1.311 -2.748 -1.155
C -2.799 0.143 1.267
C -1.958 2.036 0.078
C -2.785 -2.439 -0.915
C -4.259 3.274 0.149
C -0.786 -1.298 0.823
H -0.177 -0.473 1.185
H -4.046 3.981 0.950
H -0.575 -0.714 -1.245
H -0.920 1.211 1.745
H -3.401 -3.284 -1.223
H -1.123 -2.902 -2.219
H -3.084 -1.568 -1.502
H -2.752 -3.015 1.173
H -4.063 -1.883 0.755
H 7.684 1.878 0.636
H 6.853 0.488 1.366
H 2.666 2.335 -0.267
H -0.562 -2.182 1.434
H 5.396 -0.928 0.209
H -4.753 2.405 0.583
H 7.116 0.557 -0.408
H 3.564 -2.495 -0.211
H -1.037 -3.668 -0.636
H -4.906 3.747 -0.583
H 0.847 0.778 -0.689
H -2.442 2.055 2.135

Properties
Largest force on an atom: 1.140 eV/A
M: 359.45 g/mol
SMILES string: CSc1ccc(C(=O)[C@H]2CCCN(C(=O)Cc3nonc3C)C2)cc1
E_tot: -1486.6500 Ha
Gap between HOMO and LUMO: 8.540 eV
Energy above the lowest of the compared OMol25 structures with the same formula, charge and spin: 341.4 kJ/mol

# 2
Entry from the OMol25 dataset: C18H21N3O4S2 in the gas phase in a non-equilibrium geometry (ωB97M-V/def2-TZVPD).

CARTESIAN COORDINATES (ANGSTROEM)
S -4.089 0.458 -3.840
S 1.101 0.199 0.303
O -5.799 -2.231 -3.386
O -1.862 0.680 -4.743
O -1.344 2.936 1.780
O 0.038 1.161 -3.857
N 2.479 1.169 2.265
N 3.581 -0.534 1.124
N -1.163 0.992 -3.787
C 0.444 1.538 1.235
C 4.578 -1.869 2.903
C 1.342 1.880 2.235
C -1.030 1.525 -1.442
C -2.991 1.502 -0.083
C -3.192 0.926 -2.420
C 2.529 0.257 1.334
C -0.848 2.124 1.011
C -5.799 0.194 -3.218
C -1.807 1.150 -2.536
C 4.582 -3.078 1.970
C 3.566 -1.638 0.197
C 3.444 -2.960 0.957
C 1.127 2.954 3.234
C -3.761 1.122 -1.157
C -1.609 1.685 -0.200
C 4.661 -0.578 2.088
C -5.944 -1.150 -2.507
H 5.421 -1.917 3.593
H 3.472 -3.790 0.251
H 0.850 3.881 2.737
H 2.484 -2.986 1.477
H 4.507 -1.622 -0.364
H 0.020 1.706 -1.615
H -6.952 -1.239 -2.091
H 2.741 -1.514 -0.506
H -3.450 1.668 0.880
H -4.959 -2.139 -3.854
H 3.658 -1.859 3.490
H 5.535 -3.125 1.439
H 5.608 -0.542 1.539
H -6.116 1.031 -2.602
H -6.397 0.184 -4.129
H 4.474 -3.997 2.548
H 2.032 3.092 3.819
H -4.819 0.987 -1.009
H -5.219 -1.224 -1.682
H 0.299 2.688 3.889
H 4.579 0.300 2.728

Properties
Largest force on an atom: 1.515 eV/A
M: 407.52 g/mol
SMILES string: Cc1nc(N2CCCCC2)sc1C(=O)c1ccc(SCCO)c([N+](=O)[O-])c1
E_tot: -1960.0337 Ha
Gap between HOMO and LUMO: 7.341 eV
Energy above the lowest of the compared OMol25 structures with the same formula, charge and spin: 413.2 kJ/mol

# 3
Entry from the OMol25 dataset: C18H21N3O5S in the gas phase in a non-equilibrium geometry (ωB97M-V/def2-TZVPD).

CARTESIAN COORDINATES (ANGSTROEM)
S -0.174 1.499 -0.748
O -1.499 1.831 -0.304
O -0.013 0.415 -1.669
O -1.292 -0.799 0.755
O -3.522 -0.179 -0.674
O 3.843 -2.120 2.408
N 0.468 2.858 -1.448
N 0.653 -2.547 1.090
N 1.896 -2.824 1.536
C -3.249 -3.732 -1.401
C 1.610 1.622 2.907
C -2.071 -4.053 -0.770
C 2.751 -1.846 1.962
C 0.004 4.148 -0.980
C -0.787 4.888 -2.055
C -1.354 -3.079 -0.059
C 0.874 1.989 1.790
C 2.191 -0.463 1.855
C -0.077 -3.425 0.516
C 2.180 3.472 -3.125
C -3.046 -1.438 -0.680
C -3.729 -2.429 -1.370
C -1.870 -1.774 0.016
C 0.858 1.152 0.690
C 1.543 -0.045 0.698
C 2.250 0.394 2.949
C 1.849 2.712 -1.845
H -0.663 3.966 -0.135
H 3.189 3.221 -3.444
H 1.483 3.193 -3.909
H 1.653 2.279 3.762
H 2.523 3.035 -1.035
H -0.170 5.101 -2.923
H -1.165 5.825 -1.653
H 0.261 -4.459 0.390
H 2.778 0.078 3.835
H 1.994 1.643 -2.012
H 1.519 -0.649 -0.195
H 0.307 2.906 1.777
H 0.857 4.747 -0.640
H -4.637 -2.159 -1.885
H -0.474 -1.174 1.136
H -1.626 4.273 -2.366
H -1.679 -5.058 -0.821
H 2.126 4.545 -2.965
H 2.243 -3.785 1.534
H -3.798 -4.488 -1.940
H -2.840 0.443 -0.355

Properties
Largest force on an atom: 1.128 eV/A
M: 391.45 g/mol
SMILES string: CCN(CC)S(=O)(=O)c1cccc(C(=O)N/N=C/c2cccc(O)c2O)c1
E_tot: -1637.1504 Ha
Gap between HOMO and LUMO: 8.085 eV
Energy above the lowest of the compared OMol25 structures with the same formula, charge and spin: 233.1 kJ/mol